No. 1
ORCA calculation (ωB97M-V with the def2-TZVPD basis set) on F6H28O14P as an isolated structure.

As for the energy relative to the best compared isomer or geometry (same formula, charge and spin): 497.6 kcal/mol. The calculation puts the HOMO energy at -5.50 eV.

```
! RIJCOSX wB97M-V def2-TZVPD def2/J DEFGRID3
* xyz -1 1
P 0.14646 -0.08717 0.09722
F 1.45906 -0.60535 0.95453
F -0.12976 1.12759 1.13626
F 1.01205 0.94838 -0.90565
F -1.18828 0.32804 -0.70976
F 0.44320 -1.25915 -0.95891
F -0.69533 -1.22685 0.85384
O 2.56118 -1.76996 -0.19019
H 1.86868 -1.11172 -0.13198
H 3.37047 -1.26227 -0.24969
O -2.92591 0.80492 -1.79113
H -3.29458 -0.05424 -1.58579
H -2.14352 0.61300 -2.30811
O -0.07117 -1.39774 -2.89640
H -0.30973 -2.26661 -3.21949
H -0.50748 -1.32936 -2.04716
O 0.21688 2.76914 -1.11595
H -0.09762 1.92356 -0.79607
H 0.00601 2.76604 -2.04963
O -1.48283 -2.03673 -1.02078
H -0.92919 -1.74654 -0.29586
H -1.55301 -2.98428 -0.90476
O 0.30320 2.83696 1.82521
H -0.50264 2.76869 1.31316
H 0.40654 1.97398 2.22624
O 1.96556 2.90382 0.31318
H 1.25238 2.76453 -0.30988
H 1.58759 2.68188 1.16413
O 1.73670 -0.69827 3.32643
H 0.85782 -1.05483 3.45552
H 1.63772 -0.06857 2.61234
O 2.00295 -1.65939 -2.77699
H 1.07288 -1.44729 -2.69821
H 2.37675 -1.41809 -1.92946
O -2.11892 -2.42272 2.85436
H -1.47097 -1.84306 2.45389
H -2.46878 -2.93268 2.12377
O -2.84555 0.90245 0.74145
H -2.96153 1.09923 -0.18810
H -2.31258 0.10745 0.75378
O 0.55861 -2.47828 2.23502
H 0.65484 -1.87150 1.50100
H 0.12576 -3.24427 1.85801
O 2.97727 0.83529 -1.20337
H 2.95772 1.37618 -1.99286
H 2.08891 0.89208 -0.85149
O -1.67929 2.89086 0.63777
H -1.97585 2.91983 -0.27187
H -1.98288 2.04306 0.96228
*
```

The Mulliken scheme yields these atomic charges, measured in e: P 2.43; F -0.46; F -0.67; F -0.02; F -0.25; F -0.51; F -0.71; O -0.88; H -0.19; H 0.36; O -0.80; H 0.36; H 0.44; O -0.81; H 0.31; H 0.43; O -0.65; H 0.11; H 0.28; O -0.81; H 0.37; H 0.28; O -0.92; H 0.57; H 0.42; O -0.91; H 0.52; H 0.42; O -0.72; H 0.39; H 0.29; O -0.92; H 0.58; H 0.46; O -0.67; H 0.42; H 0.32; O -0.92; H 0.67; H 0.35; O -0.80; H 0.40; H 0.28; O -0.76; H 0.27; H 0.46; O -0.74; H 0.32; H 0.61

---

No. 2
ORCA calculation (ωB97M-V with the def2-TZVPD basis set) on a 39-piece molecular cluster, F6H76O38P overall.

As for the energy relative to the best compared isomer or geometry (same formula, charge and spin): 50.6 kcal/mol. The calculation puts the HOMO energy at -8.01 eV.

```
! RIJCOSX wB97M-V def2-TZVPD def2/J DEFGRID3
* xyz -1 1
P 0.18061 -0.09240 -0.10742
F 0.97508 1.34406 -0.24280
F -1.18994 0.63307 0.33963
F -0.23441 0.01001 -1.70189
F -0.60674 -1.48005 0.04262
F 1.49265 -0.80061 -0.66689
F 0.71839 -0.17956 1.40027
O 0.94247 -0.10037 -5.34081
H 0.39925 0.60001 -4.97941
H 1.39074 -0.47256 -4.58136
O -4.30561 3.80881 3.40526
H -3.48378 3.32594 3.31769
H -4.59691 3.62672 4.29869
O -2.06497 2.21906 -2.33525
H -2.97289 2.50718 -2.24085
H -1.89235 1.70690 -1.54523
O -1.71211 -5.56693 3.54622
H -1.01658 -6.01432 4.02821
H -1.24990 -5.00344 2.92568
O 3.43442 3.25092 -1.81210
H 2.52923 3.53452 -1.68392
H 3.54209 2.51321 -1.21175
O 4.48708 2.04797 -4.01228
H 4.54194 2.74303 -4.66811
H 4.15351 2.48377 -3.22804
O 2.07268 -1.72656 -3.27318
H 1.78554 -1.34012 -2.44586
H 3.01790 -1.57691 -3.29268
O 0.15125 3.66817 -3.32755
H 0.47039 3.98657 -2.48316
H -0.59884 3.11564 -3.10776
O 4.04741 6.13039 -0.41988
H 3.38225 6.57421 0.10625
H 3.64031 5.30159 -0.67205
O -3.81782 -2.46405 3.08120
H -4.75858 -2.49788 3.25462
H -3.68823 -3.05987 2.34335
O -1.06759 -3.65621 1.64830
H -1.16260 -2.74581 1.36835
H -0.84467 -4.13142 0.84786
O -2.23160 -0.31079 3.67033
H -2.83047 -0.82657 3.13037
H -2.46726 -0.53439 4.57071
O 3.96911 -1.13923 2.62899
H 4.01606 -0.40539 2.01621
H 4.81343 -1.12981 3.07984
O -3.81336 1.25092 1.84515
H -3.32919 0.95584 1.07396
H -3.17186 1.22636 2.55516
O -1.51555 2.11833 3.81507
H -1.60885 2.41458 4.72048
H -1.59751 1.16593 3.86453
O -4.56748 2.37023 -1.39431
H -5.01861 2.46777 -2.23287
H -4.78740 1.48468 -1.10505
O 2.33093 3.26716 3.69977
H 1.80167 3.03190 2.93769
H 2.61572 2.42833 4.06237
O -2.16196 0.09572 -4.09133
H -2.00938 0.79310 -3.45367
H -2.14547 -0.70982 -3.57454
O 4.52936 -0.66907 -3.40773
H 5.42830 -0.67189 -3.07891
H 4.39939 0.21788 -3.74340
O -2.42266 -2.09613 -2.24774
H -1.91611 -1.62696 -1.58478
H -2.16952 -3.01282 -2.13893
O -4.75879 -0.57513 -1.61634
H -5.17932 -0.93932 -0.83740
H -4.01271 -1.15248 -1.77841
O -6.46690 1.49043 1.22931
H -6.81686 2.37420 1.34206
H -5.61928 1.50947 1.67362
O -0.14466 3.05870 1.73452
H 0.15662 2.37855 1.13213
H -0.63400 2.58437 2.40668
O 2.05668 -6.40488 1.33262
H 1.58316 -5.67259 0.93795
H 2.83411 -6.00550 1.72292
O 2.33368 -3.43104 2.24883
H 2.81206 -2.62043 2.42288
H 1.45677 -3.27190 2.59800
O 3.79406 0.55680 -0.81825
H 2.98313 0.54756 -0.30978
H 3.62706 -0.04064 -1.54723
O 0.31643 -3.68433 -5.26637
H 0.37354 -3.40223 -6.17927
H 0.89751 -3.08804 -4.79412
O 0.93953 4.36354 -0.87636
H 0.61227 5.26289 -0.89389
H 0.40634 3.92705 -0.21196
O 1.49863 -4.09249 -0.27631
H 2.16236 -3.77916 -0.89074
H 1.87609 -3.92997 0.58818
O 1.09704 -0.71062 6.82157
H 1.36910 -0.60340 5.91013
H 1.55136 -0.01132 7.29148
O -2.95643 -5.57868 0.99791
H -2.37174 -4.93263 1.39411
H -2.69122 -6.41241 1.38622
O -0.79484 -4.28390 -1.64061
H 0.05571 -4.16808 -1.21708
H -0.68250 -5.05388 -2.19805
O 0.27420 5.75300 1.73571
H 0.09409 4.82309 1.59766
H -0.54922 6.19137 1.52111
O 2.04321 0.25233 4.15227
H 2.76812 -0.21689 3.73927
H 1.30559 0.12801 3.55504
O -4.57810 4.78894 -0.08517
H -5.51112 4.98684 -0.16610
H -4.49041 3.90047 -0.43037
O -3.30008 -1.25211 -6.21385
H -3.17016 -0.96016 -5.31157
H -2.57638 -0.85741 -6.70037
O 6.67323 1.41225 -0.46913
H 7.03963 0.78776 -1.09523
H 5.79996 1.07223 -0.27413
O 4.42048 -3.01472 -0.37068
H 4.67583 -3.90299 -0.61965
H 5.18685 -2.47866 -0.57453
*
```

Atomic partial charges in e from the Mulliken method, atoms 1 to 99: P 2.10; F -0.69; F -0.24; F -0.45; F -0.36; F -0.25; F -0.03; O -0.67; H 0.30; H 0.40; O -0.60; H 0.28; H 0.30; O -0.55; H 0.27; H 0.06; O -0.64; H 0.30; H 0.38; O -0.82; H 0.38; H 0.35; O -0.65; H 0.28; H 0.44; O -0.41; H 0.11; H 0.28; O -0.72; H 0.47; H 0.43; O -0.66; H 0.33; H 0.35; O -0.59; H 0.27; H 0.25; O -0.39; H 0.03; H 0.41; O -0.55; H 0.35; H 0.18; O -0.67; H 0.29; H 0.24; O -0.55; H 0.21; H 0.28; O -0.56; H 0.25; H 0.27; O -0.59; H 0.27; H 0.18; O -0.66; H 0.33; H 0.34; O -0.67; H 0.21; H 0.53; O -0.57; H 0.20; H 0.35; O -0.83; H 0.28; H 0.25; O -0.60; H 0.28; H 0.36; O -0.62; H 0.29; H 0.39; O -0.37; H 0.20; H 0.25; O -0.68; H 0.36; H 0.30; O -0.57; H 0.24; H 0.30; O -0.08; H -0.09; H 0.07; O -0.64; H 0.28; H 0.27; O -0.55; H 0.29; H 0.08; O -0.48; H 0.05; H 0.29; O -0.65; H 0.40; H 0.29; O -0.65; H 0.28

---

No. 3
ORCA calculation (ωB97M-V with the def2-TZVPD basis set) on F8KN4O16S8 as an isolated structure.

As for the energy relative to the best compared isomer or geometry (same formula, charge and spin): 405.3 kcal/mol. The calculation puts the HOMO energy at -1.75 eV.

```
! RIJCOSX wB97M-V def2-TZVPD def2/J DEFGRID3
* xyz -3 1
K -5.79359 -5.13416 -26.29720
N -5.39987 -5.51747 -24.26694
S -3.94107 -5.91603 -23.98816
O -3.29448 -6.45713 -25.18950
O -3.45931 -6.24536 -22.66301
F -3.55650 -4.34068 -24.05811
S -6.04379 -6.95415 -23.60003
O -6.71372 -6.71765 -22.36623
O -5.34938 -8.20259 -23.89948
F -7.28122 -7.13119 -24.70857
N -5.75868 -3.23749 -25.77639
S -7.07851 -2.49520 -26.56472
O -7.62962 -3.31184 -27.64713
O -7.23543 -1.01991 -26.62182
F -8.24372 -2.77852 -25.40991
S -4.78811 -2.12857 -26.09201
O -4.68643 -1.04869 -25.13639
O -4.43339 -1.82194 -27.51456
F -3.41099 -2.86584 -25.73140
N -2.02754 -5.90899 -27.89287
S -2.42159 -5.69773 -29.54073
O -1.36859 -5.45665 -30.46325
O -3.71058 -5.00569 -29.80620
F -2.78799 -7.26425 -29.81676
S -2.54892 -4.62761 -27.27055
O -3.80409 -4.78515 -26.58839
O -2.38771 -3.40899 -27.99832
F -1.46242 -4.45447 -26.06460
N -9.85880 -5.64718 -25.04213
S -8.93399 -5.32071 -26.45779
O -7.50488 -5.47166 -26.45824
O -9.45992 -4.34224 -27.39137
F -9.26481 -6.81003 -27.05545
S -9.31153 -4.44953 -24.32510
O -9.92946 -3.15123 -24.59286
O -7.89798 -4.44822 -23.91786
F -10.08099 -5.01560 -23.01807
*
```

The Mulliken scheme yields these atomic charges, measured in e: K 1.13; N 0.16; S 0.88; O -0.61; O -0.72; F -0.28; S 0.96; O -0.61; O -0.62; F -0.34; N 0.30; S 0.81; O -0.65; O -0.62; F -0.21; S 0.83; O -0.75; O -0.62; F -0.25; N -0.45; S 1.02; O -0.64; O -0.54; F -0.31; S 1.14; O -0.11; O -0.58; F -0.43; N -0.53; S 1.27; O -0.23; O -0.58; F -0.38; S 0.96; O -0.61; O -0.43; F -0.36

---

Look up the energy relative to the best compared isomer or geometry (same formula, charge and spin) of the third one.
405.3 kcal/mol

---

What did the first record say?
ORCA calculation (ωB97M-V with the def2-TZVPD basis set) on F6H28O14P as an isolated structure.

As for the energy relative to the best compared isomer or geometry (same formula, charge and spin): 497.6 kcal/mol. The calculation puts the HOMO energy at -5.50 eV.

```
! RIJCOSX wB97M-V def2-TZVPD def2/J DEFGRID3
* xyz -1 1
P 0.14646 -0.08717 0.09722
F 1.45906 -0.60535 0.95453
F -0.12976 1.12759 1.13626
F 1.01205 0.94838 -0.90565
F -1.18828 0.32804 -0.70976
F 0.44320 -1.25915 -0.95891
F -0.69533 -1.22685 0.85384
O 2.56118 -1.76996 -0.19019
H 1.86868 -1.11172 -0.13198
H 3.37047 -1.26227 -0.24969
O -2.92591 0.80492 -1.79113
H -3.29458 -0.05424 -1.58579
H -2.14352 0.61300 -2.30811
O -0.07117 -1.39774 -2.89640
H -0.30973 -2.26661 -3.21949
H -0.50748 -1.32936 -2.04716
O 0.21688 2.76914 -1.11595
H -0.09762 1.92356 -0.79607
H 0.00601 2.76604 -2.04963
O -1.48283 -2.03673 -1.02078
H -0.92919 -1.74654 -0.29586
H -1.55301 -2.98428 -0.90476
O 0.30320 2.83696 1.82521
H -0.50264 2.76869 1.31316
H 0.40654 1.97398 2.22624
O 1.96556 2.90382 0.31318
H 1.25238 2.76453 -0.30988
H 1.58759 2.68188 1.16413
O 1.73670 -0.69827 3.32643
H 0.85782 -1.05483 3.45552
H 1.63772 -0.06857 2.61234
O 2.00295 -1.65939 -2.77699
H 1.07288 -1.44729 -2.69821
H 2.37675 -1.41809 -1.92946
O -2.11892 -2.42272 2.85436
H -1.47097 -1.84306 2.45389
H -2.46878 -2.93268 2.12377
O -2.84555 0.90245 0.74145
H -2.96153 1.09923 -0.18810
H -2.31258 0.10745 0.75378
O 0.55861 -2.47828 2.23502
H 0.65484 -1.87150 1.50100
H 0.12576 -3.24427 1.85801
O 2.97727 0.83529 -1.20337
H 2.95772 1.37618 -1.99286
H 2.08891 0.89208 -0.85149
O -1.67929 2.89086 0.63777
H -1.97585 2.91983 -0.27187
H -1.98288 2.04306 0.96228
*
```

The Mulliken scheme yields these atomic charges, measured in e: P 2.43; F -0.46; F -0.67; F -0.02; F -0.25; F -0.51; F -0.71; O -0.88; H -0.19; H 0.36; O -0.80; H 0.36; H 0.44; O -0.81; H 0.31; H 0.43; O -0.65; H 0.11; H 0.28; O -0.81; H 0.37; H 0.28; O -0.92; H 0.57; H 0.42; O -0.91; H 0.52; H 0.42; O -0.72; H 0.39; H 0.29; O -0.92; H 0.58; H 0.46; O -0.67; H 0.42; H 0.32; O -0.92; H 0.67; H 0.35; O -0.80; H 0.40; H 0.28; O -0.76; H 0.27; H 0.46; O -0.74; H 0.32; H 0.61

---

Number 1 is which compound?
F6H28O14P